A molecular structure, C28H31BrGaN7O5P. Source: the OMol25 dataset; level of theory: the ωB97M-V functional and the def2-TZVPD basis.

Geometry as XYZ:
```
74
Properties=species:S:1:pos:R:3:forces:R:3
H -3.704121 -0.040414 0.761826 -0.001 -0.002 -0.004
C 0.851069 3.801249 -3.345101 -0.001 0.005 -0.005
C 1.039559 -2.417267 0.315483 0.005 -0.018 0.025
O 3.306936 -0.409796 -4.266330 0.031 0.012 0.031
C 4.568142 -1.256972 0.969572 0.001 -0.001 -0.001
C -1.996223 -0.278485 -3.372339 0.004 -0.005 -0.007
H 1.907333 3.493640 1.259702 0.001 -0.001 -0.001
C 3.441410 -2.061094 0.997486 -0.007 -0.005 0.001
H -2.477325 -3.918126 0.233508 -0.005 0.006 -0.006
H -1.742227 -0.609686 4.002183 0.003 -0.001 0.004
H 0.386720 4.774734 -3.296706 -0.003 -0.001 0.003
H 3.306927 1.182841 -0.988507 0.001 -0.001 0.000
H -4.718833 -2.248736 -3.563202 0.000 0.000 -0.001
N -1.352427 -0.864105 -2.361622 -0.008 -0.016 0.004
C 2.310320 -1.650903 0.311087 0.013 0.004 0.002
N 0.171181 -2.031001 -0.617841 -0.032 -0.013 -0.025
N -2.202375 1.311191 1.383774 0.017 0.017 -0.001
C -1.404403 -1.019969 3.047116 0.009 0.014 -0.009
C 0.928361 3.171426 0.899185 -0.001 0.000 -0.010
C -3.212333 -0.741725 -3.833562 0.000 0.001 0.002
N 0.786358 1.501695 -2.709253 0.013 -0.004 0.001
H -2.121201 2.044423 3.362671 0.004 0.007 -0.001
H 0.291662 4.055142 0.797318 0.001 0.001 0.002
H -0.164577 3.599528 3.343047 0.004 0.001 -0.003
C 2.520174 2.297871 -4.160040 -0.003 0.007 0.005
H 1.053386 2.711696 -0.076801 0.001 0.001 0.009
H 5.465613 -1.560106 1.491491 0.001 -0.001 0.000
C -2.851990 1.796520 2.597036 -0.002 -0.014 0.008
C 1.875387 1.290295 -3.475027 0.034 0.007 0.027
H -3.492489 -3.360278 -1.710192 0.002 -0.001 0.003
H 1.750372 0.140349 2.602914 0.005 -0.003 -0.001
H -3.704251 -0.241258 -4.654553 0.000 0.000 -0.002
C -1.055926 -2.550342 -0.695180 0.015 -0.001 0.008
H 1.313712 -3.635665 2.092188 -0.007 -0.006 0.001
C 2.331315 -0.159756 -3.605490 -0.085 -0.006 -0.097
H 1.449163 2.888505 3.509537 0.002 -0.002 0.002
H 0.021950 1.929963 3.903795 -0.002 -0.001 -0.001
C 0.967889 -0.418448 3.112917 -0.010 -0.002 -0.002
P -0.594667 0.972061 1.365433 -0.019 0.013 -0.013
Ga 0.494105 -0.321643 -1.568792 -0.005 0.077 0.050
H 3.388664 2.043638 -4.750210 0.000 -0.004 0.000
H 2.486105 4.405208 -4.589264 0.001 0.001 0.000
C -1.483122 -3.489925 0.218693 0.025 -0.014 0.030
C 0.677523 -3.350414 1.264578 0.014 0.021 -0.020
O -0.469252 -4.429373 3.493901 0.029 0.009 0.043
C -3.769413 -1.856451 -3.224560 -0.001 0.002 -0.001
O -2.249601 -5.181529 2.288495 0.020 0.003 0.010
H 3.438582 -2.999706 1.533083 0.002 0.000 0.001
C 4.534606 -0.065374 0.260849 -0.002 0.008 -0.001
C 2.009872 3.583037 -4.071966 -0.002 -0.004 -0.001
C -3.093338 -2.476590 -2.186467 0.001 0.002 0.004
N -0.328884 -0.194830 2.475912 -0.014 -0.001 0.028
H -2.251375 -1.083063 2.367422 0.000 -0.008 0.002
C 0.264817 2.729941 -2.692105 -0.001 -0.004 -0.008
C -1.174542 -4.610839 2.486900 -0.055 0.000 -0.052
H -3.857403 1.608679 0.139374 0.003 0.004 0.005
N 0.379211 2.207103 1.843057 -0.023 -0.001 0.005
N 2.287564 -0.503207 -0.385811 -0.007 -0.027 0.007
H 0.942249 -0.110339 4.161522 0.001 0.001 0.000
O -0.258331 0.687109 -0.087540 0.018 -0.024 -0.018
Br -1.396739 3.018593 -1.853621 -0.005 -0.001 -0.003
H 1.203527 -1.482321 3.091618 0.008 0.002 0.000
H -3.526738 1.040140 3.006305 0.000 0.003 0.004
C 0.416232 2.680551 3.223905 0.005 -0.004 0.006
H -1.029970 -2.028490 3.228244 -0.006 -0.008 -0.003
O 1.549778 -0.997080 -2.998706 0.032 -0.025 -0.001
C -1.877626 -1.956348 -1.778068 -0.009 0.006 -0.017
C -0.619630 -3.848813 1.249089 -0.013 -0.005 -0.007
H 5.393252 0.588231 0.213213 0.002 -0.001 0.001
C 3.373699 0.269229 -0.409103 -0.001 0.009 0.000
C -3.141167 0.820982 0.385007 0.003 -0.008 -0.009
H -1.513941 0.582092 -3.816141 -0.003 0.004 0.001
H -3.432008 2.694403 2.375572 -0.001 -0.001 -0.004
H -2.616277 0.538403 -0.521907 0.000 0.000 0.000
```
Positions in Å, forces in eV/Å.

Values from the calculation:
Total charge: +1
Highest occupied orbital energy, eV: -10.46
ΔE to the lowest compared entry with this formula, charge and spin, kcal/mol: 0.0
Multiplicity: 1
HOMO-LUMO gap, Eh: 0.2503